# 1
This record from the OMol25 dataset describes a molecular structure, C23H54BrF13N21O13P. The level of theory is ωB97M-V/def2-TZVPD.

Results
Frontier orbital gap ... 0.2462 hartree

Structure (ORCA input):
```
! wB97M-V def2-TZVPD RIJCOSX def2/J DEFGRID3
* xyz 0 1
C -3.14 0.67 -0.61
N -3.00 0.28 -2.00
C -1.85 -0.54 -2.26
C -0.71 0.28 -2.75
O -0.26 0.12 -3.81
O -0.27 1.14 -1.85
C 0.25 2.39 -2.35
C 1.57 2.25 -3.08
C 0.52 3.23 -1.10
C 1.27 2.50 0.00
C 0.39 1.87 1.05
F -0.82 2.24 0.94
F 0.36 0.54 0.86
C 0.83 2.11 2.52
F -0.19 2.60 3.16
F 1.80 2.97 2.64
C 1.21 0.88 3.36
F 1.46 1.37 4.55
F 0.21 0.09 3.53
C 2.48 0.10 2.94
F 2.93 0.48 1.79
F 3.43 0.34 3.79
C 2.34 -1.44 2.92
F 1.37 -1.86 2.21
F 3.43 -1.87 2.34
C 2.33 -2.08 4.33
F 1.78 -1.33 5.20
F 3.53 -2.27 4.71
F 1.75 -3.22 4.33
P -0.89 3.47 -3.37
O -1.40 2.60 -4.65
Br -2.78 3.73 -2.18
H -2.76 -0.06 0.09
H -4.17 0.79 -0.40
H -2.68 1.61 -0.38
H -3.84 -0.17 -2.31
H -1.52 -1.00 -1.33
H -2.02 -1.35 -2.93
H 2.22 1.57 -2.59
H 1.36 1.90 -4.07
H 1.97 3.22 -3.19
H -0.37 3.72 -0.75
H 1.17 4.00 -1.45
H 1.86 1.72 -0.43
H 1.98 3.20 0.41
H -2.37 2.53 -4.61
C 4.47 -6.09 2.60
O 4.70 -7.23 2.25
N 3.97 -5.77 3.83
N 4.67 -5.00 1.79
H 3.77 -4.83 4.12
H 3.78 -6.53 4.46
H 5.04 -5.16 0.87
H 4.47 -4.06 2.07
C 4.74 4.39 -2.83
O 4.11 3.51 -3.38
N 4.96 5.61 -3.42
N 5.27 4.24 -1.58
H 5.47 6.35 -2.99
H 4.58 5.75 -4.34
H 5.14 3.36 -1.12
H 5.79 4.95 -1.12
C -0.94 -5.31 2.23
O -1.76 -4.44 2.50
N 0.39 -5.17 2.51
N -1.29 -6.49 1.63
H 1.08 -5.88 2.29
H 0.68 -4.32 2.94
H -2.25 -6.62 1.41
H -0.61 -7.20 1.41
C -5.17 1.94 -6.15
O -5.10 2.05 -4.94
N -5.15 3.03 -6.98
N -5.26 0.73 -6.77
H -5.21 2.96 -7.98
H -5.08 3.93 -6.55
H -5.27 -0.09 -6.18
H -5.32 0.61 -7.77
C -3.79 0.99 3.36
O -3.86 0.56 2.23
N -2.92 0.50 4.30
N -4.60 2.03 3.77
H -2.86 0.85 5.24
H -2.33 -0.26 4.02
H -5.20 2.41 3.06
H -4.61 2.41 4.70
C -5.29 2.30 -1.30
O -5.00 1.20 -1.76
N -6.22 2.45 -0.30
N -4.71 3.45 -1.74
H -6.47 3.34 0.09
H -6.65 1.62 0.06
H -4.02 3.38 -2.46
H -4.94 4.35 -1.36
C 1.60 -8.36 -0.08
O 1.42 -7.72 0.95
N 0.59 -9.00 -0.74
N 2.84 -8.48 -0.62
H 0.73 -9.53 -1.58
H -0.33 -8.93 -0.36
H 3.60 -8.02 -0.14
H 3.03 -8.99 -1.46
C 2.06 -1.98 -1.67
O 2.08 -0.79 -1.95
N 2.37 -2.95 -2.58
N 1.73 -2.42 -0.42
H 2.35 -3.93 -2.37
H 2.61 -2.65 -3.51
H 1.48 -1.72 0.25
H 1.71 -3.38 -0.15
C -7.17 5.25 3.14
O -6.91 4.79 2.05
N -6.61 4.73 4.27
N -8.00 6.32 3.31
H -6.75 5.09 5.20
H -6.01 3.95 4.11
H -8.41 6.72 2.49
H -8.22 6.71 4.21
C 7.57 1.17 -0.37
O 7.18 2.31 -0.59
N 7.41 0.57 0.85
N 8.19 0.41 -1.32
H 7.72 -0.36 1.06
H 6.95 1.10 1.57
H 8.31 0.83 -2.22
H 8.51 -0.52 -1.16
*
```

# 2
This record from the OMol25 dataset describes a single FH3N2OS molecule. The level of theory is ωB97M-V/def2-TZVPD.

Results
Energy relative to the best compared isomer or geometry (same formula, charge and spin) ... 13.2 kcal per mole
SMILES ... N=[S@@](N)(=O)F
Frontier orbital gap ... 0.4172 hartree

Structure (ORCA input):
```
! wB97M-V def2-TZVPD RIJCOSX def2/J DEFGRID3
* xyz 0 1
N 1.51 0.25 -0.40
N -0.69 -1.13 -0.20
O 0.12 0.55 1.73
F -0.97 1.54 -0.37
S 0.20 0.20 0.36
H 2.08 1.02 -0.02
H -0.65 -1.39 -1.15
H -1.59 -1.04 0.04
*
```

# 3
This record from the OMol25 dataset describes a molecular structure, C6H6AsBrCl2FeNOS4. The level of theory is ωB97M-V/def2-TZVPD.

Results
Energy relative to the best compared isomer or geometry (same formula, charge and spin) ... 25.9 kcal per mole
Frontier orbital gap (spin up / spin down) ... 0.2061 / 0.2672 hartree

Structure (ORCA input):
```
! wB97M-V def2-TZVPD RIJCOSX def2/J DEFGRID3
* xyz 0 2
Fe -0.21 -0.18 0.18
O 3.70 -1.09 4.69
C 2.77 -0.94 3.73
C 1.50 -1.49 3.81
C 0.60 -1.29 2.79
N 0.92 -0.56 1.70
C 2.14 -0.04 1.66
Br 2.47 0.95 0.09
C 3.11 -0.18 2.62
H 3.36 -1.62 5.41
H 1.19 -2.09 4.66
H -0.39 -1.72 2.84
H 4.09 0.27 2.52
S -4.09 -1.54 -0.22
As -2.65 -1.74 1.22
S -0.66 -2.34 0.12
S -1.76 0.39 1.63
S -2.75 -2.77 3.00
Cl 0.03 -0.36 -2.48
C -0.30 1.37 -2.70
Cl -0.93 2.02 -1.17
H -1.07 1.47 -3.46
H 0.61 1.88 -2.96
*
```

# 4
This record from the OMol25 dataset describes a molecular structure, C31H34AsKN5O2S. The level of theory is ωB97M-V/def2-TZVPD.

Results
Energy relative to the best compared isomer or geometry (same formula, charge and spin) ... 0.0 kcal per mole
Frontier orbital gap ... 0.2952 hartree

Structure (ORCA input):
```
! wB97M-V def2-TZVPD RIJCOSX def2/J DEFGRID3
* xyz 1 1
K 0.02 -0.47 0.18
N 4.69 1.27 0.19
C 3.55 0.58 -0.02
N 2.38 1.09 -0.19
C 2.24 2.48 -0.13
N 1.10 3.08 -0.13
N -0.01 2.24 -0.28
C -1.02 2.70 0.33
C -2.35 2.06 0.30
C -3.45 2.81 0.73
C -4.71 2.24 0.66
C -4.84 0.95 0.20
C -3.69 0.26 -0.16
N -2.47 0.79 -0.11
C 3.46 3.30 -0.02
C 3.43 4.70 -0.07
C 4.59 5.42 0.07
C 5.81 4.76 0.26
C 5.86 3.39 0.30
C 4.68 2.66 0.16
H 5.57 0.79 0.33
H 3.66 -0.50 -0.03
H -0.94 3.64 0.88
H -3.30 3.82 1.08
H -5.58 2.80 0.97
H -5.80 0.47 0.13
H -3.74 -0.77 -0.50
H 2.47 5.18 -0.20
H 4.56 6.50 0.03
H 6.72 5.33 0.36
H 6.80 2.87 0.44
O 0.43 -0.15 2.64
S 1.01 -1.00 3.72
C 0.87 -0.01 5.29
C 0.63 1.42 4.92
C 1.69 2.30 4.75
C 1.46 3.60 4.31
C 0.17 4.02 4.04
C -0.89 3.14 4.22
C -0.66 1.85 4.65
C -0.24 -2.30 4.06
C -1.60 -1.74 4.32
C -2.11 -1.65 5.62
C -3.33 -1.04 5.86
C -4.06 -0.51 4.81
C -3.58 -0.62 3.51
C -2.37 -1.23 3.27
H 1.83 -0.16 5.80
H 0.07 -0.42 5.90
H 2.70 1.97 4.96
H 2.30 4.27 4.18
H -0.01 5.03 3.70
H -1.91 3.47 4.02
H -1.49 1.16 4.76
H 0.14 -2.88 4.90
H -0.21 -2.92 3.16
H -1.54 -2.07 6.44
H -3.71 -0.99 6.88
H -5.02 -0.03 5.01
H -4.16 -0.22 2.69
H -2.00 -1.33 2.26
C 1.33 -2.69 -2.88
As 0.76 -3.86 -1.46
C 2.26 -5.00 -1.05
C -0.59 -5.00 -2.21
O 0.23 -3.02 -0.14
H 1.75 -3.26 -3.71
H 2.08 -2.00 -2.50
H 0.47 -2.12 -3.23
H 2.61 -5.52 -1.94
H 1.93 -5.72 -0.30
H 3.06 -4.39 -0.63
H -0.20 -5.55 -3.07
H -1.43 -4.39 -2.52
H -0.91 -5.70 -1.44
*
```

# 5
This record from the OMol25 dataset describes a single C5H4O2 molecule. The level of theory is ωB97M-V/def2-TZVPD.

Results
Energy relative to the best compared isomer or geometry (same formula, charge and spin) ... 55.6 kcal per mole
SMILES ... C=C/C=C1/OC1=O
Frontier orbital gap ... 0.3466 hartree

Structure (ORCA input):
```
! wB97M-V def2-TZVPD RIJCOSX def2/J DEFGRID3
* xyz 0 1
O 0.00 2.99 -0.15
C 0.63 2.03 0.11
C -1.53 -0.79 -0.21
C -0.31 -1.32 -0.28
C 0.91 -0.64 0.21
C 0.96 0.67 0.25
O 1.86 1.71 0.64
H -1.72 0.16 0.27
H -2.39 -1.30 -0.63
H -0.16 -2.29 -0.74
H 1.77 -1.23 0.52
*
```

# 6
This record from the OMol25 dataset describes a single C15H14ClN3O3S molecule. The level of theory is ωB97M-V/def2-TZVPD.

Results
Energy relative to the best compared isomer or geometry (same formula, charge and spin) ... 25.3 kcal per mole
SMILES ... O=C(CNS(=O)(=O)c1ccccc1)N/N=C\c1ccc(Cl)cc1
Frontier orbital gap ... 0.3350 hartree

Structure (ORCA input):
```
! wB97M-V def2-TZVPD RIJCOSX def2/J DEFGRID3
* xyz 0 1
O -1.67 2.69 -3.41
C -1.11 1.92 -2.68
N -0.14 2.24 -1.78
N 0.20 3.52 -1.51
C 1.02 3.77 -0.57
C 1.70 2.80 0.30
C 2.40 1.71 -0.23
C 2.95 0.76 0.61
C 2.78 0.88 1.98
C 2.11 1.97 2.52
C 1.59 2.93 1.68
H 1.05 3.77 2.09
H 2.00 2.05 3.59
Cl 3.40 -0.35 3.02
H 3.47 -0.09 0.20
H 2.55 1.62 -1.29
H 1.18 4.82 -0.38
H 0.27 1.50 -1.22
C -1.43 0.41 -2.65
N -1.73 -0.09 -1.32
S -0.48 -0.52 -0.30
O 0.70 -0.68 -1.11
O -0.41 0.41 0.80
C -1.04 -2.10 0.30
C -0.96 -3.19 -0.55
C -1.42 -4.42 -0.11
C -1.95 -4.54 1.17
C -2.01 -3.44 2.01
C -1.56 -2.20 1.57
H -1.58 -1.33 2.20
H -2.42 -3.54 3.00
H -2.30 -5.50 1.51
H -1.37 -5.28 -0.76
H -0.54 -3.06 -1.53
H -2.43 0.46 -0.84
H -0.55 -0.15 -2.99
H -2.27 0.22 -3.31
*
```

Number 1: electronic energy -197297.8143 eV, maximum force 17.37 eV/A. Number 2: electronic energy -18626.8066 eV, maximum force 4.90 eV/A. Number 3: electronic energy -243509.9720 eV, maximum force 0.72 eV/A. Number 4: electronic energy -132239.0980 eV, maximum force 0.43 eV/A. Number 5: electronic energy -9341.7715 eV, maximum force 0.79 eV/A. Number 6: electronic energy -49751.5941 eV, maximum force 0.96 eV/A.